1.
Density functional theory data (ωB97M-V/def2-TZVPD) for C14H15IrN9O2S2SbSe5 as an isolated structure.

Geometry as XYZ:
```
49
Properties=species:S:1:pos:R:3
Ir -0.240 1.321 -1.103
Se -0.816 3.696 -6.957
Sb -1.079 5.119 -5.053
Se 0.682 3.176 -2.334
Se -1.538 2.800 -2.794
Se -3.108 6.340 -4.854
N 3.086 -4.626 2.552
C 2.011 -3.931 2.005
C 1.321 -4.447 0.905
C 0.238 -3.774 0.378
C -0.169 -2.572 0.947
C 0.493 -2.062 2.055
C 1.575 -2.738 2.582
S -1.522 -1.699 0.246
O -2.433 -2.664 -0.293
O -1.999 -0.780 1.267
N -0.948 -0.723 -0.902
C -0.311 -1.114 -2.036
N -0.087 -2.352 -2.459
C 0.602 -2.447 -3.593
C 1.096 -1.360 -4.299
C 0.869 -0.107 -3.762
N 0.146 0.009 -2.661
H 3.561 -5.245 1.916
H 3.728 -4.063 3.085
H 1.644 -5.383 0.464
H -0.294 -4.160 -0.480
H 0.164 -1.132 2.498
H 2.098 -2.333 3.441
H 0.785 -3.456 -3.950
H 1.657 -1.486 -5.212
H 1.237 0.814 -4.199
C -2.842 1.513 3.183
C -1.738 2.494 2.977
N -1.272 3.259 3.904
N -0.319 4.005 3.275
C -0.176 3.763 1.952
S 0.808 4.564 0.908
N -1.087 2.733 1.774
N -1.367 1.991 0.598
H -3.689 2.025 3.638
H -2.516 0.721 3.856
H -3.167 1.042 2.262
H 0.184 4.723 3.762
H -1.618 1.052 0.936
H -2.190 2.400 0.157
Se 1.744 0.570 0.150
C 3.000 1.861 -0.257
N 3.800 2.663 -0.477
```

Its spin multiplicity is 2. The calculation puts the energy relative to the best compared isomer or geometry (same formula, charge and spin) at 50.4 kcal/mol. As for the HOMO energy (alpha / beta): -4.175 / -4.140 eV. The charge is -1. The LUMO energy (alpha / beta) is 1.1 / -0.4 eV.

These are the Löwdin partial charges, in e, on atoms 1 to 4: atom 1 (Ir): 0.521, atom 2 (Se): -0.133, atom 3 (Sb): 0.168, atom 4 (Se): -0.094


2.
Density functional theory data (ωB97M-V/def2-TZVPD) for C14H15MnN5O2 as an isolated structure.

Geometry as XYZ:
```
37
Properties=species:S:1:pos:R:3
Mn -0.012 0.008 0.023
N -0.629 -1.867 -0.827
C 0.672 -2.472 -1.253
C 1.551 -1.421 -1.915
N 1.875 -0.328 -0.945
H -1.147 -2.523 -0.247
H -1.216 -1.727 -1.649
H 0.514 -3.308 -1.934
H 1.164 -2.870 -0.363
H 1.030 -0.971 -2.764
H 2.458 -1.884 -2.303
H 2.323 0.448 -1.427
H 2.576 -0.665 -0.287
O -2.795 5.883 3.584
N -3.078 5.208 2.627
O -3.964 5.421 1.824
C -2.301 3.964 2.431
C -1.899 3.317 3.540
C -1.188 2.074 3.429
C -0.751 1.324 4.538
C -0.076 0.146 4.332
C 0.162 -0.282 3.024
N -0.240 0.408 1.964
C -0.911 1.573 2.162
C -1.328 2.288 0.992
N -0.992 1.728 -0.202
C -1.336 2.352 -1.319
C -2.023 3.566 -1.310
C -2.374 4.138 -0.112
C -2.030 3.488 1.095
H -2.112 3.736 4.515
H -0.949 1.682 5.540
H 0.275 -0.455 5.158
H 0.694 -1.207 2.836
H -1.053 1.882 -2.254
H -2.274 4.042 -2.246
H -2.913 5.072 -0.090
```

Its spin multiplicity is 2. As for the HOMO energy (alpha / beta): -15.664 / -15.821 eV. The charge is +2. The LUMO energy (alpha / beta) is -7.3 / -7.5 eV.

These are the Löwdin partial charges, in e, on atoms 1 to 4: atom 1 (Mn): 0.873, atom 2 (N): -0.024, atom 3 (C): -0.201, atom 4 (C): -0.201


3.
Density functional theory data (ωB97M-V/def2-TZVPD) for C14H15N3O4PtSSi as an isolated structure.

Geometry as XYZ:
```
39
Properties=species:S:1:pos:R:3
Pt 0.439 -0.019 -0.017
O -0.883 2.411 -3.397
C -0.175 2.049 -2.458
O -0.604 1.413 -1.454
C 1.291 2.484 -2.508
C 1.514 3.708 -3.132
C 2.780 4.237 -3.301
C 3.875 3.502 -2.870
C 3.679 2.280 -2.268
C 2.398 1.758 -2.042
S 2.379 0.192 -1.262
H 0.646 4.239 -3.502
H 2.917 5.207 -3.766
H 4.884 3.878 -3.010
H 4.530 1.700 -1.942
N -2.676 -0.171 0.156
C -2.288 -1.341 -0.427
O -1.100 -1.725 -0.334
C -3.310 -2.124 -1.042
C -4.620 -1.676 -1.110
N -5.717 -1.310 -1.172
C -3.064 -3.381 -1.578
N -2.934 -4.433 -2.040
H -1.918 0.448 0.427
H -3.550 0.248 -0.105
C -1.444 -2.413 3.014
Si -0.278 -0.934 3.369
C 1.325 -1.664 4.158
C -1.114 0.041 4.809
O 0.046 -0.002 2.153
H -1.539 -3.116 3.841
H -1.077 -2.958 2.149
H -2.440 -2.054 2.767
H 1.133 -2.281 5.035
H 1.992 -0.858 4.460
H 1.855 -2.271 3.429
H -1.263 -0.585 5.686
H -2.086 0.422 4.510
H -0.506 0.888 5.112
```

Its spin multiplicity is 3. As for the HOMO energy (alpha / beta): -2.370 / -2.393 eV. The charge is -2. The LUMO energy (alpha / beta) is 4.7 / 4.6 eV.

These are the Löwdin partial charges, in e, on atoms 1 to 4: atom 1 (Pt): 0.916, atom 2 (O): 0.001, atom 3 (C): -0.654, atom 4 (O): -0.162


Which of these has the lowest charge? C14H15N3O4PtSSi


What is the formula in the first record? C14H15IrN9O2S2SbSe5